Density functional theory data (ωB97M-V/def2-TZVPD) for C44H47AsIN2O3PS3Sr as an isolated structure.

Calculated values
Maximum force, Eh/bohr: 0.01654
ΔE to the lowest compared entry with this formula, charge and spin, eV: 0.4290
Net charge: -2
Gap between HOMO and LUMO, eV: 4.8

Last column: Löwdin charge in e.
CARTESIAN COORDINATES (ANGSTROEM)
I 5.66212 6.23265 6.03632  0.78
Sr 1.31695 0.46197 2.32712  1.08
As -2.99372 0.20932 -1.14688  1.22
S 1.97286 -1.43119 4.44271  0.23
S 0.30732 -1.32840 6.89627  0.28
S 0.56773 1.11145 5.19403  0.30
P 0.60610 -1.80101 -0.67186  1.08
O 1.28925 2.68950 1.76576  -0.28
O -1.87902 2.17196 1.41282  -0.09
O 2.32625 3.98431 0.27233  0.01
N 0.18753 2.67321 -1.46507  0.15
N -1.25763 -0.31745 2.62842  0.03
C 2.33985 -4.48073 1.95085  -0.09
C 2.24718 -1.09698 -1.00160  -0.47
C 4.21710 -0.72169 -2.31881  -0.13
C 0.13987 -2.61763 -2.25077  -0.36
C 2.36314 1.67333 -4.24786  -0.11
C -3.04028 -2.32996 0.28175  -0.20
C 2.12908 3.58747 1.42340  -0.61
C 3.50984 4.44302 4.87764  -0.14
C 0.39566 -3.94624 -2.58363  -0.09
C 3.85147 0.45590 -0.24567  -0.17
C 0.95698 -3.24962 0.39986  -0.38
C 4.73298 5.69292 3.20824  -0.17
C 0.59954 2.16309 -2.67127  -0.31
C -3.03727 0.02126 4.17126  -0.03
C -3.72672 -0.97034 0.24803  -0.44
C -3.62147 -0.10333 -4.01273  -0.19
C 0.95274 -0.54888 5.55659  -1.88
C -0.49158 -1.80441 -3.19417  -0.11
C 0.10185 1.16030 -4.82038  -0.13
C -1.92800 -2.08820 4.09027  -0.06
C 2.95576 4.20281 2.54159  -0.12
C -3.87575 2.96596 -1.58599  -0.19
C 0.06694 -5.15745 1.59786  -0.10
C -3.92210 -0.70176 -2.64441  -0.44
C 2.17980 -3.44812 1.03519  -0.08
C 2.62109 -0.18232 0.00182  -0.25
C -0.60223 -3.63104 -4.75241  -0.11
C 4.49521 5.35167 4.53254  -0.74
C 3.00479 -1.37218 -2.13908  -0.11
C 1.28956 -5.33905 2.23254  -0.10
C 2.73850 3.87127 3.87252  -0.02
C -0.85372 -2.30227 -4.43710  -0.09
C -0.32180 1.65659 -3.59825  -0.08
C -2.21305 1.92611 2.76415  -0.20
C -1.14630 -1.57322 3.07148  -0.18
C -4.28421 1.68157 -0.87426  -0.45
C 1.95602 2.16864 -3.02383  -0.03
C -2.89143 -1.26926 4.65099  -0.06
C 0.02316 -4.45085 -3.82268  -0.10
C -2.18030 0.47048 3.17776  -0.32
C 4.63549 0.20098 -1.36749  -0.13
C 3.95757 5.11190 2.21801  -0.02
C 1.44731 1.16146 -5.16246  -0.13
C -0.09896 -4.11503 0.70061  -0.14
H -3.58659 -0.45133 1.19600  0.04
H -0.76647 -5.81252 1.82366  0.09
H -0.37429 -2.18469 2.61900  0.08
H 2.99718 -2.76615 0.83679  0.10
H -1.33330 -1.65032 -5.15832  0.09
H -3.23935 -2.90777 -0.62475  0.06
H -3.59769 -1.74505 -2.61513  0.05
H 5.51307 6.39896 2.95596  0.08
H 0.90552 2.91223 -0.78664  0.05
H -3.95683 0.93411 -4.08272  0.06
H -0.68612 2.32754 -1.10377  0.04
H 0.22830 -5.48730 -4.06508  0.09
H -3.50424 -1.62348 5.47010  0.11
H -4.80417 -1.06773 0.07797  0.06
H 5.57160 0.73448 -1.50869  0.09
H -2.90039 3.30750 -1.23566  0.05
H -0.67864 -0.76269 -2.94964  0.05
H 4.81300 -0.91147 -3.20522  0.09
H -1.73935 -3.08656 4.45766  0.11
H -4.11424 -0.66165 -4.81385  0.07
H 4.22676 1.20002 0.45747  0.08
H 1.97990 3.14337 4.13730  0.04
H -4.59135 3.77210 -1.40256  0.06
H 3.33772 4.16510 5.90867  0.10
H -1.37449 1.65411 -3.34219  0.06
H 0.88817 -4.58907 -1.86332  0.10
H 2.67865 2.53124 -2.30305  0.11
H -2.54837 -0.10944 -4.21501  0.01
H -3.23080 2.29619 2.90672  0.12
H -3.80533 2.82873 -2.66766  0.05
H 4.11094 5.35229 1.17421  0.11
H 1.77793 0.75988 -6.11222  0.08
H 1.41188 -6.12716 2.96499  0.09
H -4.99592 -0.68988 -2.43308  0.06
H -5.27655 1.34339 -1.18790  0.06
H -1.06677 -3.96004 0.23299  0.08
H -1.95934 -2.20552 0.36410  0.00
H -0.63379 0.76391 -5.51344  0.09
H 3.42188 1.66203 -4.47969  0.09
H 2.65069 -2.06975 -2.89157  0.09
H 3.28551 -4.59362 2.46595  0.10
H -3.37624 -2.92165 1.13699  0.07
H -4.31149 1.84875 0.20391  0.05
H -0.91717 2.16922 1.31375  0.04
H -3.76707 0.69892 4.59639  0.11
H -1.55217 2.48420 3.43865  0.11
H -0.88926 -4.02584 -5.72006  0.09


Density functional theory data (ωB97M-V/def2-TZVPD) for a 7-piece molecular cluster, C44H47N6O14S overall in a non-equilibrium geometry.

Calculated values
Maximum force, Eh/bohr: 0.09662
Net charge: +1
Gap between HOMO and LUMO, eV: 8.5

Last column: Löwdin charge in e.
CARTESIAN COORDINATES (ANGSTROEM)
S -3.87648 -0.87915 0.21426  1.10
O 7.39519 8.25236 2.43915  0.09
O -4.30619 -4.06094 2.60184  0.04
O -4.47405 -2.78096 -2.67843  0.01
O -5.02419 5.43047 -2.60260  0.11
O 1.25490 -0.09217 -0.86936  -0.02
O -5.13153 -4.24744 -4.10395  0.11
O 0.99518 -4.08803 5.50936  0.08
O 2.07839 -1.23275 -2.49399  0.15
O 0.10002 -5.53793 4.18759  0.07
O 5.14358 1.29544 0.36933  0.03
O 4.96200 3.41710 0.05544  0.08
O -4.65105 3.44058 -1.87675  0.03
O 6.84411 6.71016 1.03942  0.06
O -4.34881 -6.19844 2.88064  0.09
N -3.82518 -5.18009 2.48422  -0.34
N 0.10900 -4.86069 5.19986  -0.34
N -5.11872 4.22900 -2.69214  -0.34
N 5.59712 2.38172 0.03446  -0.32
N -4.27568 -3.54610 -3.62092  -0.34
N 6.64910 7.38313 2.03701  -0.35
C 3.99512 7.67373 4.64068  -0.06
C -7.22888 2.67782 -6.00553  -0.06
C -2.06216 -5.86334 5.78117  -0.01
C -7.05109 4.04774 -5.87450  -0.05
C 9.02183 1.30516 -0.95389  -0.06
C 3.39426 5.91093 3.11698  -0.07
C 8.83826 3.68839 -1.24989  -0.05
C -1.44528 -4.47556 -5.85136  -0.05
C 6.98671 2.43121 -0.42801  -0.14
C -1.09486 -4.20461 7.24599  0.00
C 3.55679 -1.00345 -0.73741  0.03
C -0.42263 -3.69820 -5.32502  -0.05
C -2.93036 -3.60725 -4.20054  -0.15
C -2.70895 -4.43393 -5.28706  0.00
C -0.68435 -4.22496 0.72826  -0.06
C 3.11188 6.68271 4.23570  -0.07
C 0.66786 2.17068 -0.06476  -0.13
C -6.00326 2.31385 -3.97328  -0.01
C 1.67054 1.01103 -0.04110  -0.15
C -0.73665 -6.61965 0.96095  -0.05
C -1.91848 -2.83303 -3.66091  0.00
C -0.29618 2.20876 -1.26759  -0.16
C -1.90107 -4.13707 1.38183  -0.02
C 4.55564 6.13237 2.39582  0.00
C -2.19573 -4.30702 8.08029  -0.06
C -1.04544 -4.98187 6.10347  -0.15
C -1.74943 1.86570 -0.89251  -0.19
C -0.65760 -2.87965 -4.22767  -0.05
C -2.12594 0.47425 -1.41564  -0.24
C -3.22750 -5.18181 7.76722  -0.06
C -3.15884 -5.96157 6.62066  -0.06
C -3.61660 0.17403 -1.24763  -0.40
C 7.53156 3.64856 -0.79561  0.01
C 5.42212 7.12761 2.80885  -0.14
C 5.15978 7.89916 3.92603  0.00
C -6.70298 1.81147 -5.05658  -0.06
C 2.25925 -0.78222 -1.44530  -0.57
C -1.95565 -6.53470 1.61387  0.00
C 7.71716 1.25685 -0.49613  0.00
C -2.52325 -5.29105 1.81097  -0.16
C -5.84150 3.68285 -3.85120  -0.14
C -6.35417 4.55729 -4.79144  0.01
C -0.10353 -5.46788 0.51478  -0.06
C 9.58130 2.51872 -1.33288  -0.06
H 3.96145 -0.10814 -0.28035  0.03
H -0.29219 -3.52434 7.48962  0.12
H 9.60359 0.39613 -1.01774  0.11
H 0.07476 2.14222 0.84001  0.10
H -7.45911 4.72047 -6.61572  0.11
H -3.81474 -0.10104 1.31570  0.01
H -1.25878 -5.11273 -6.70468  0.11
H 4.25969 -1.29631 -1.49816  0.09
H 3.52267 -1.81412 -0.02191  0.10
H -2.01003 -6.46892 4.88774  0.11
H -1.88559 1.94564 0.17933  0.11
H 2.70670 5.13699 2.80385  0.10
H -1.91659 0.45349 -2.47230  0.12
H -5.15079 -1.32397 0.15290  0.01
H 7.28285 0.31319 -0.20068  0.12
H -4.25442 1.04868 -1.25004  0.07
H 1.24508 3.07925 -0.06694  0.11
H -3.96180 -6.64428 6.37920  0.11
H 0.02156 1.60997 -2.10979  0.11
H 5.84718 8.67016 4.24125  0.12
H -6.84188 0.74401 -5.16087  0.11
H -2.44625 -7.43239 1.96067  0.12
H -2.42533 2.57630 -1.34409  0.09
H -3.50474 -5.03816 -5.69709  0.12
H -0.18800 -3.32683 0.38367  0.10
H 0.84573 -5.53876 0.00042  0.11
H 0.56285 -3.72819 -5.77078  0.11
H -4.08837 -5.25564 8.41864  0.11
H 9.27679 4.63227 -1.54173  0.11
H -3.95370 -0.45225 -2.06547  0.07
H -0.28069 -7.58605 0.79814  0.12
H 3.77481 8.27334 5.51300  0.11
H 10.60050 2.55240 -1.69464  0.11
H 4.76887 5.53154 1.52331  0.10
H -2.10029 -2.19578 -2.80852  0.10
H -5.59592 1.63884 -3.23652  0.10
H -2.35598 -3.17348 1.55007  0.08
H -1.51684 -0.25611 -0.89809  0.10
H 0.14278 -2.27903 -3.81960  0.09
H -0.32024 3.23162 -1.61468  0.11
H 1.77880 0.67728 0.98148  0.13
H 2.20015 6.51221 4.79347  0.11
H 2.61405 1.38643 -0.39981  0.10
H -2.25062 -3.70208 8.97481  0.11
H -6.21896 5.62391 -4.68910  0.12
H -7.77997 2.28353 -6.84889  0.11
H 6.95658 4.56142 -0.73356  0.11


Density functional theory data (ωB97M-V/def2-TZVPD) for C44H47O3P2PtSe2Si as an isolated structure.

Calculated values
Maximum force, Eh/bohr: 0.00887
ΔE to the lowest compared entry with this formula, charge and spin, eV: 0.0000
Net charge: -1
Gap between HOMO and LUMO, eV: 6.1

Last column: Löwdin charge in e.
CARTESIAN COORDINATES (ANGSTROEM)
Pt -0.38586 -0.42734 0.47000  0.25
Se -1.03329 -1.77234 -1.72352  0.63
Se -2.72492 -0.47179 1.35584  0.63
P -0.83312 1.89581 -0.56065  1.00
P 1.73632 -0.83452 -0.05151  0.83
Si 0.13296 -0.50513 2.81645  0.31
O 1.86929 2.28170 0.69771  -0.04
O -2.86630 -3.51730 2.38584  -0.12
O -5.13434 -4.21163 0.97558  -0.07
C 1.83706 0.21135 3.34038  -0.21
C 0.42497 5.78866 -1.00611  -0.08
C -2.25643 -3.59666 1.09722  -0.26
C 1.39996 3.45167 0.12921  -0.26
C 2.98342 -2.39695 -3.68738  -0.08
C -3.15897 -3.11294 -0.03634  -0.58
C -1.06267 0.35450 4.03245  -0.28
C 3.79138 -3.57685 2.26955  -0.09
C 4.19745 2.54461 0.10770  -0.01
C -3.79135 4.24100 2.10930  -0.10
C -4.08709 4.10379 0.76214  -0.09
C -2.78235 1.11122 -2.32695  -0.16
C 1.99929 -4.69020 1.12312  -0.08
C 3.45939 -2.38559 1.63643  -0.11
C -2.08359 2.80857 0.43235  -0.38
C -3.72306 -1.69950 0.18212  -0.49
C 0.26077 3.39170 -0.67214  -0.24
C 5.41582 2.00250 -0.24463  -0.08
C 1.66012 -3.50307 0.49762  -0.12
C 4.40779 -0.15381 -0.27032  -0.10
C -2.34929 -3.18306 -1.33482  -0.54
C -1.48407 1.95383 -4.62438  -0.10
C 2.04909 -1.16385 -1.84026  -0.42
C -2.68502 1.26785 -4.72329  -0.10
C 1.86017 -0.31892 -4.09429  -0.08
C 3.06629 -4.72927 2.01188  -0.10
C -4.33588 -4.08746 -0.18920  -0.23
C 3.06835 1.73907 0.27390  -0.24
C -0.93743 2.23016 -3.37794  -0.12
C -3.23378 3.39753 -0.07617  -0.09
C 1.96384 4.67970 0.46407  -0.02
C 0.16501 -2.27739 3.50608  -0.20
C -1.58660 1.82201 -2.21473  -0.40
C 2.54734 -1.42530 -4.57523  -0.09
C 1.61529 -0.19352 -2.73846  -0.15
C -0.19617 4.57702 -1.24911  -0.08
C 3.15272 0.36288 0.08362  -0.23
C -3.33358 0.84976 -3.56941  -0.08
C -1.79188 2.94918 1.78627  -0.13
C 1.48675 5.84286 -0.11403  -0.08
C 5.52975 0.63160 -0.42750  -0.08
C 2.39986 -2.34180 0.73817  -0.37
C -2.63518 3.66435 2.61958  -0.08
C 2.74104 -2.26515 -2.32668  -0.09
H -3.47657 3.29823 -1.12607  0.10
H 1.13062 -2.76277 3.35478  0.01
H 3.32162 -5.65459 2.51311  0.10
H -4.99018 4.54502 0.35817  0.10
H -0.01430 -2.23284 4.58592  0.03
H -0.60503 -2.91680 3.07767  0.00
H -2.87705 -2.56473 2.59409  0.01
H 4.61127 -3.59710 2.97676  0.10
H -4.99372 -3.74637 -0.99515  0.12
H -3.27119 0.76239 -1.42484  0.08
H -4.46131 4.78781 2.76103  0.09
H -0.96762 2.27909 -5.51980  0.10
H -1.32929 -3.01712 1.07180  0.05
H -4.69606 -1.76928 0.67113  0.06
H 6.47231 0.18209 -0.71018  0.10
H -1.54962 1.25737 3.66339  -0.02
H 0.80516 -3.44893 -0.17123  0.07
H 2.73132 -1.53496 -5.63663  0.09
H 4.12135 3.60804 0.25154  0.09
H 4.49489 -1.21432 -0.46037  0.10
H 1.71556 0.83277 4.23201  0.01
H -3.93602 -5.06984 -0.48318  0.12
H -1.08915 4.54663 -1.86145  0.11
H 4.01956 -1.48740 1.85980  0.10
H 0.04497 6.69481 -1.46013  0.10
H 1.49188 0.43906 -4.77413  0.10
H -4.25825 0.29029 -3.63609  0.10
H -0.90529 2.46982 2.18757  0.09
H 0.00250 2.76682 -3.31607  0.10
H -3.86167 -1.23956 -0.79676  0.04
H -4.53394 -4.10140 1.73180  0.06
H -1.81603 -4.13734 -1.37058  0.05
H 1.41787 -5.58333 0.93163  0.10
H -2.01506 -4.65195 0.93547  0.13
H 3.08239 -3.03887 -1.65093  0.10
H -2.39866 3.75428 3.67262  0.10
H 2.53224 -0.58906 3.60420  0.01
H 2.30538 0.83378 2.58151  -0.01
H 3.51042 -3.26978 -4.05291  0.10
H 6.27233 2.65233 -0.37139  0.10
H 1.93516 6.79346 0.14561  0.10
H 1.04767 0.65313 -2.37132  0.07
H -3.03935 -3.17176 -2.18348  0.05
H -1.85690 -0.33507 4.31925  0.01
H -3.10580 1.04377 -5.69550  0.10
H -0.49861 0.60879 4.93518  0.02
H 2.75090 4.72177 1.20257  0.11


Number 1: LUMO level 3.34 eV, highest occupied orbital energy -1.49 eV. Number 2: LUMO level -2.90 eV, highest occupied orbital energy -11.41 eV. Number 3: LUMO level 2.38 eV, highest occupied orbital energy -3.69 eV.